Computed, not measured: a molecular structure, C34H96AsF6N12O10 at a distorted geometry, with ωB97M-V with the def2-TZVPD basis set.

## Properties
**Highest occupied orbital energy**: -7.13 eV
**Energy**: -152313.4302 eV
**Charge**: -1

Each line ends with the Mulliken charge.
Geometry (Å):
As  -0.558  0.204  -0.013  2.085
F  -0.754  1.972  -0.247  -0.638
F  0.596  0.505  1.373  -0.537
F  -1.835  0.085  1.287  -0.481
F  -1.856  -0.042  -1.276  -0.291
F  0.685  0.168  -1.267  -0.130
F  -0.306  -1.572  0.094  -0.586
O  -4.148  -0.074  5.084  -0.403
O  0.804  6.288  1.227  -0.281
O  2.652  3.192  -4.779  -0.735
O  4.230  -2.241  -0.478  -0.385
O  4.256  3.095  1.415  -0.384
O  3.384  -1.283  -5.032  -0.758
O  -5.003  -2.715  -2.325  -0.425
O  -2.991  3.620  -3.255  -0.498
O  0.234  -5.074  -2.397  -0.466
O  -2.048  -5.288  3.382  -0.405
N  2.010  1.872  -3.221  -0.084
N  1.409  8.936  1.044  -0.779
N  4.621  -1.911  -3.300  -0.138
N  2.612  -1.346  -2.960  0.264
N  -1.224  -1.969  -3.827  -0.614
N  7.831  -2.485  0.021  -0.730
N  -5.695  -6.223  -2.986  -0.774
N  4.302  5.539  2.919  -0.631
N  -3.545  2.410  0.245  -0.633
N  1.318  -3.411  3.355  -0.502
N  0.884  3.794  -3.436  -0.156
N  -1.358  -0.807  3.990  -0.366
C  -4.739  -4.082  -2.197  -0.168
C  -3.793  3.336  -0.921  0.529
C  1.027  -5.661  2.565  -1.347
C  5.336  4.457  3.177  0.570
C  -2.646  -4.701  2.222  -0.303
C  -4.703  -1.848  -1.276  -0.479
C  -7.127  -4.881  -1.541  -1.496
C  6.604  -3.845  -1.601  -1.397
C  0.292  -4.380  2.895  1.322
C  5.619  4.529  4.692  -1.504
C  1.902  3.041  -3.864  0.513
C  -3.240  4.693  -0.546  -1.543
C  3.496  -1.588  -3.865  0.454
C  5.445  -2.474  0.243  -0.902
C  -1.290  -4.113  -4.882  -1.630
C  -1.728  0.382  4.624  0.921
C  -3.141  2.662  -2.159  0.169
C  -5.976  -4.824  -2.635  0.391
C  -2.543  2.838  -4.376  -0.754
C  0.056  8.485  0.753  0.231
C  6.654  -2.589  -0.759  0.450
C  3.916  1.902  0.812  -0.527
C  -3.185  0.595  4.204  -0.339
C  -0.872  -4.618  3.887  -0.954
C  -0.765  -5.843  -1.890  -0.371
C  0.077  -3.613  -2.728  0.229
C  4.775  3.001  2.775  -0.763
C  -0.745  1.514  4.399  -1.684
C  0.403  4.955  1.489  -0.285
C  -0.415  9.479  -0.313  -1.473
C  3.210  -2.230  0.581  -0.674
C  0.095  7.005  0.243  -0.306
C  -1.197  -3.326  -3.525  2.100
C  -5.390  0.038  4.407  -0.662
H  1.807  -3.801  4.148  0.241
H  -3.933  -4.187  -2.923  0.103
H  6.728  -4.751  -1.007  0.409
H  -0.549  8.607  1.652  0.350
H  -0.495  -5.171  4.748  0.305
H  -2.212  3.317  -5.297  0.322
H  2.292  -1.863  0.121  -0.199
H  1.919  -5.878  3.153  0.335
H  5.358  -3.449  0.722  0.374
H  -3.621  -1.874  -1.143  0.087
H  -3.796  1.915  -2.607  0.352
H  2.966  -3.102  1.188  0.354
H  -2.864  -3.643  2.372  0.252
H  7.234  -3.759  -2.487  0.352
H  -0.288  4.921  2.330  0.353
H  -1.719  0.220  5.701  0.339
H  1.250  4.290  1.659  0.021
H  -7.648  -3.923  -1.555  0.332
H  -3.983  5.412  -0.891  0.387
H  -1.964  -0.821  3.182  -0.037
H  -6.599  -6.658  -3.107  0.297
H  -3.420  2.328  -4.775  0.335
H  1.558  8.335  1.842  0.351
H  -6.473  -4.350  -3.481  0.272
H  -1.967  -3.649  -5.600  0.437
H  -1.405  9.098  -0.564  0.357
H  0.575  6.770  -0.707  0.348
H  0.331  1.343  4.399  0.490
H  -0.878  2.052  3.460  0.175
H  -2.036  -3.673  -2.921  -1.021
H  -5.300  -0.298  3.374  0.221
H  5.638  -1.685  0.971  0.313
H  -0.284  -4.110  -5.304  0.396
H  -6.096  -0.661  4.857  0.298
H  4.535  -2.144  -2.321  0.297
H  4.831  1.329  0.660  0.399
H  0.513  4.578  -3.955  0.224
H  -3.622  -5.129  1.991  0.292
H  -4.956  -0.828  -1.564  0.176
H  -2.359  5.063  -1.071  0.210
H  3.493  2.350  -0.088  0.216
H  -0.043  4.460  0.627  0.011
H  6.244  3.709  5.044  0.375
H  -6.807  -5.128  -0.529  0.294
H  5.467  2.184  2.981  0.473
H  2.804  -1.776  -2.066  0.001
H  -0.400  -6.800  -1.517  0.303
H  5.571  -3.887  -1.946  0.347
H  -0.903  6.576  0.148  0.047
H  -1.851  2.044  -4.096  0.248
H  -0.514  -0.591  3.479  -0.009
H  6.354  -1.676  -1.274  0.445
H  6.099  5.473  4.950  0.355
H  5.329  -2.302  -3.905  0.255
H  6.269  4.798  2.729  0.270
H  -2.130  2.267  -2.058  -0.209
H  -0.030  -3.836  2.007  -0.299
H  0.134  -3.075  -1.782  -0.367
H  -1.344  -1.295  -3.084  -0.026
H  -1.338  -5.268  -1.163  -0.004
H  8.642  -2.416  -0.577  0.267
H  3.105  1.417  1.355  0.174
H  1.407  -5.411  1.575  0.316
H  0.266  3.505  -2.692  0.030
H  0.953  -3.266  -3.277  0.044
H  -3.327  0.518  3.126  -0.061
H  -1.178  -3.668  4.325  0.324
H  4.725  4.397  5.301  0.332
H  -1.469  -6.148  -2.664  0.167
H  0.858  -2.543  3.590  0.110
H  -0.472  10.525  -0.014  0.373
H  -2.056  -4.606  1.311  -0.028
H  -5.881  1.010  4.447  0.285
H  3.566  5.305  2.269  0.173
H  2.737  1.291  -3.615  0.042
H  7.858  -1.603  0.512  0.254
H  -3.399  1.601  4.565  0.416
H  -7.808  -5.689  -1.809  0.484
H  -3.072  4.965  0.496  0.418
H  0.119  9.307  -1.247  0.334
H  3.924  2.741  3.404  0.250
H  1.679  -1.150  -3.294  0.002
H  3.466  -1.364  1.191  0.241
H  -4.876  3.279  -1.037  0.512
H  -2.547  2.474  0.390  -0.040
H  1.426  1.681  -2.420  -0.032
H  1.960  8.721  0.225  0.313
H  -5.225  -2.091  -0.351  0.379
H  -4.210  -4.451  -1.318  0.227
H  -5.422  -6.647  -2.111  0.287
H  -1.498  -5.179  -4.798  0.284
H  -3.646  1.427  0.037  0.262
H  -0.924  2.238  5.194  0.434
H  4.692  6.342  2.446  0.232
H  0.357  -6.519  2.510  0.367
H  -2.121  -1.924  -4.289  0.339

---

Computed, not measured: 16 unconnected molecules or ions with the total composition C34H96F3O17 at a distorted geometry, with ωB97M-V with the def2-TZVPD basis set.

## Properties
**Highest occupied orbital energy**: -5.77 eV
**Energy relative to the best compared isomer or geometry (same formula, charge and spin)**: 259.1 kJ/mol
**Energy**: -79772.6509 eV
**Charge**: -1

Each line ends with the Mulliken charge.
Geometry (Å):
F  4.151  16.967  -11.819  -0.142
F  3.361  17.829  -9.995  0.092
F  2.174  16.476  -11.111  0.080
O  1.756  21.872  -13.714  -0.622
O  -1.649  15.442  -14.602  -0.516
O  -1.381  14.924  -8.214  -0.719
O  2.132  11.877  -10.616  -0.593
O  -4.125  20.462  -13.808  -0.475
O  0.774  15.424  -16.138  -0.610
O  5.437  14.808  -7.082  -0.587
O  5.047  21.570  -8.293  -0.497
O  -1.288  23.167  -8.094  -0.226
O  5.311  20.831  -12.404  -0.462
O  4.707  18.557  -15.323  -0.643
O  3.045  19.347  -13.026  0.198
O  0.214  21.761  -6.180  -0.440
O  0.560  23.805  -10.017  -0.239
O  6.506  20.121  -10.080  -0.473
O  1.757  19.544  -11.129  -0.149
O  -0.735  16.275  -5.948  -0.523
C  3.025  17.473  -11.260  -0.109
C  2.091  23.075  -6.531  -1.012
C  0.419  21.813  -13.370  0.774
C  -0.626  15.552  -9.237  1.496
C  6.415  17.569  -14.021  -0.760
C  4.878  20.905  -7.050  -0.985
C  1.254  22.373  -5.492  -0.217
C  3.769  13.558  -9.959  -0.597
C  7.974  18.685  -8.923  -1.454
C  -2.044  17.704  -14.188  0.020
C  5.574  22.757  -13.745  -1.168
C  -0.282  21.034  -14.460  -0.429
C  -2.371  23.939  -7.591  -0.391
C  0.221  18.343  -6.801  0.351
C  2.308  18.583  -12.060  -0.100
C  6.177  21.449  -13.304  -0.049
C  -2.924  21.202  -11.862  0.051
C  -0.054  20.313  -9.577  -0.489
C  -0.059  17.494  -5.571  -0.673
C  -1.712  25.158  -6.909  -0.834
C  4.925  16.022  -7.599  0.064
C  -0.966  14.899  -10.561  -1.385
C  0.558  19.183  -10.457  0.391
C  -4.288  20.851  -12.470  -0.725
C  2.467  13.248  -10.795  0.596
C  6.963  18.824  -10.079  0.669
C  -2.343  16.524  -15.105  -0.619
C  1.987  15.146  -14.038  -0.574
C  3.399  16.021  -7.155  -0.550
C  4.098  19.568  -7.234  1.112
C  -0.003  24.980  -10.462  0.081
C  1.822  15.947  -15.353  -0.516
C  0.754  25.334  -11.751  -1.119
C  5.254  17.338  -15.007  0.575
H  4.202  18.883  -14.575  0.137
H  4.538  22.649  -14.068  0.139
H  5.718  21.095  -8.789  0.503
H  1.688  13.951  -10.499  -0.297
H  -0.045  23.506  -9.334  0.269
H  3.097  19.841  -7.566  -0.639
H  8.513  17.737  -8.939  0.376
H  0.475  20.405  -8.628  -0.045
H  4.977  16.054  -8.687  -0.141
H  0.715  24.560  -12.518  0.078
H  0.383  17.715  -7.677  -0.467
H  -2.003  14.879  -10.895  0.393
H  1.393  18.155  -12.468  -0.177
H  -1.054  24.736  -10.616  0.221
H  7.137  21.641  -12.824  0.357
H  1.918  11.741  -9.690  0.352
H  -0.600  18.131  -4.871  0.374
H  0.890  23.103  -4.769  0.326
H  -2.474  25.647  -6.301  0.418
H  4.189  14.540  -10.179  -0.258
H  0.269  21.414  -12.367  -0.647
H  -0.627  13.865  -10.631  0.332
H  -2.332  17.511  -13.155  0.203
H  4.090  19.022  -6.290  0.493
H  1.804  25.572  -11.581  0.305
H  -1.206  25.859  -7.572  0.183
H  -0.332  15.384  -11.303  0.151
H  1.277  15.497  -13.289  -0.153
H  4.416  16.814  -14.545  -0.634
H  -1.318  20.909  -14.146  -0.175
H  -0.047  22.797  -13.310  0.267
H  0.261  26.184  -12.223  0.411
H  6.347  20.786  -14.153  0.241
H  1.841  14.068  -14.105  0.495
H  -0.783  15.380  -15.013  0.269
H  0.153  20.075  -14.741  0.080
H  -2.485  22.071  -12.353  0.172
H  7.486  18.658  -11.020  0.317
H  0.710  18.292  -9.849  0.082
H  2.916  16.965  -7.409  -0.234
H  2.726  13.365  -11.848  -0.012
H  -0.680  18.893  -7.075  0.464
H  5.573  16.803  -7.200  0.374
H  -0.988  17.975  -14.188  -0.201
H  -0.431  21.640  -15.354  0.460
H  6.141  23.124  -14.601  0.401
H  -4.725  20.045  -11.882  0.302
H  0.836  15.821  -17.010  0.298
H  0.990  19.090  -6.606  -0.125
H  2.748  15.906  -15.927  0.438
H  -0.855  22.770  -7.336  0.029
H  1.739  17.017  -15.161  0.296
H  3.015  15.232  -13.686  0.355
H  -5.030  21.649  -12.445  0.377
H  5.513  23.454  -12.910  0.304
H  2.846  15.231  -7.663  0.167
H  6.025  18.091  -13.147  -0.160
H  1.851  21.623  -4.974  0.381
H  6.378  14.788  -7.270  0.348
H  5.887  20.709  -6.688  0.422
H  7.366  18.664  -8.019  0.226
H  -2.913  23.391  -6.821  0.305
H  0.842  17.156  -5.059  0.331
H  -3.061  21.395  -10.798  0.289
H  0.405  15.379  -8.926  -0.544
H  -0.740  16.630  -9.354  -0.038
H  0.069  25.744  -9.688  0.124
H  7.175  18.195  -14.489  0.391
H  3.246  15.957  -6.078  0.531
H  4.561  18.958  -8.009  -0.548
H  2.464  22.378  -7.281  0.114
H  2.151  21.037  -13.454  0.039
H  4.607  20.363  -12.860  0.014
H  -0.346  21.318  -5.539  0.166
H  -1.194  15.343  -7.371  0.472
H  6.861  16.627  -13.702  0.418
H  4.595  12.919  -10.270  0.402
H  -3.061  24.188  -8.398  0.330
H  -2.606  18.564  -14.553  0.184
H  -1.112  20.125  -9.390  0.345
H  -2.193  20.405  -11.997  -0.276
H  -0.228  18.871  -11.145  -0.234
H  -0.964  24.834  -6.185  0.138
H  8.737  19.458  -8.827  0.355
H  4.360  21.559  -6.348  0.303
H  5.609  16.801  -15.886  0.427
H  6.145  18.108  -10.003  -0.286
H  -1.161  15.897  -5.174  0.230
H  1.518  23.858  -7.027  0.178
H  2.980  23.541  -6.104  0.473
H  3.576  13.519  -8.887  0.340
H  -3.404  16.299  -15.000  0.319
H  -0.050  21.295  -10.049  -0.305
H  -2.130  16.697  -16.160  0.292
H  -4.290  21.199  -14.402  0.274
H  6.085  20.263  -10.931  0.349

---

charge of number 1 (C34H96AsF6N12O10)?
-1